Record 1
Formula: C22H43BBr2N2O7P
Source: OMol25
Level of theory: ωB97M-V/def2-TZVPD

Net charge: +1
Electronic energy, Ha: -7014.14459
HOMO level, eV: -10.7

```
78
Properties=species:S:1:pos:R:3:mulliken_charge:R:1
C 5.6407 2.9837 -2.7243 -0.97
C 4.9881 2.7150 -1.2795 -0.12
O 3.5785 2.3567 -1.3559 -0.37
B 2.7747 3.5299 -1.2700 0.46
O 3.0992 4.7145 -1.9826 -0.39
N 1.4888 3.5352 -0.4258 0.85
N 1.8362 3.6664 0.8542 -1.18
C 0.7089 3.6720 1.6262 -0.51
C -0.7394 3.6086 1.2615 0.66
O -1.7141 3.6445 2.2476 -0.38
C -1.5341 2.5749 3.2312 -1.18
C -2.0608 1.2111 2.6089 1.23
C -3.6362 1.1393 2.9773 -1.58
C -1.4082 -0.1108 3.2109 0.39
C -1.6741 -1.2717 2.1153 -1.24
C 0.1647 -0.0588 3.4181 -1.25
C -1.0383 3.4719 -0.2212 0.46
P -2.8259 3.3947 -0.7977 0.11
C -3.3568 5.2205 -0.9887 -1.01
O -3.8769 2.7756 0.3827 -0.34
C 0.2549 3.4169 -1.0201 0.28
C 0.0147 3.2108 -2.5837 -0.67
Br -0.8880 1.4541 -2.9638 0.01
C -0.7915 4.4414 -3.2480 -0.05
C -0.3228 4.6720 -4.7717 -1.13
Br -0.3219 6.1546 -2.3052 -0.09
H 6.7205 2.6299 -2.7711 0.33
H 5.0361 2.5054 -3.5542 0.23
H 5.6674 4.1100 -2.8512 0.24
H 5.1104 3.6418 -0.6310 0.22
H 5.6229 1.8992 -0.7990 0.37
H 3.1420 4.5214 -2.9390 0.31
H 0.9294 3.7396 2.7406 0.42
H -0.5032 2.5319 3.6864 0.25
H -2.2425 2.8325 4.0887 0.40
H -2.0264 1.1838 1.4725 -0.11
H -4.0982 2.1777 2.8454 0.29
H -4.2010 0.4673 2.2644 0.29
H -3.7570 0.8695 4.0662 0.48
H -2.0021 -0.3990 4.1266 0.37
H -1.3772 -2.2956 2.4820 0.36
H -2.7093 -1.2178 1.6679 0.33
H -0.9537 -1.0269 1.2578 0.14
H 0.4999 -1.0936 3.7645 0.40
H 0.7492 0.3243 2.5330 0.18
H 0.3550 0.6196 4.3209 0.36
H -4.3817 5.3441 -0.5036 0.42
H -3.4831 5.3759 -2.1062 0.28
H -2.5889 5.9269 -0.5520 0.28
H -4.1516 3.4890 1.0017 0.30
H 0.9452 3.1401 -3.2095 0.40
H -1.9023 4.2595 -3.2975 0.39
H -0.7296 3.7698 -5.3436 0.33
H -0.8754 5.5656 -5.2135 0.39
H 0.7949 4.7692 -4.8751 0.31
C 2.9606 -7.7001 1.4141 -0.77
O 1.9749 -7.1784 0.5447 -0.23
C 1.2969 -8.2089 -0.1657 -0.61
C 0.1027 -7.6354 -0.9155 -0.40
O -1.0583 -7.5128 -0.0957 -0.46
C -1.0508 -6.4147 0.8125 -0.54
C -1.3334 -5.0830 0.1314 -0.40
O -0.1361 -4.5481 -0.4236 -0.19
C -0.3906 -3.4183 -1.2317 -0.64
H 3.6985 -8.2855 0.8565 0.31
H 3.4676 -6.8631 1.8953 0.23
H 2.4970 -8.3191 2.1893 0.32
H 0.9615 -8.9841 0.5322 0.35
H 2.0017 -8.6434 -0.8853 0.46
H -0.1738 -8.3444 -1.7002 0.38
H 0.3438 -6.6889 -1.4031 0.21
H -0.1260 -6.3876 1.3925 0.24
H -1.8674 -6.6152 1.5113 0.39
H -1.7103 -4.3677 0.8734 0.29
H -2.0812 -5.2187 -0.6590 0.36
H -0.9997 -3.6987 -2.0975 0.36
H 0.5650 -3.0333 -1.5900 0.24
H -0.8927 -2.6347 -0.6537 0.12
```

***

Record 2
Formula: C33H73NO17
Source: OMol25
Level of theory: ωB97M-V/def2-TZVPD

SMILES: COCCCCCCOC(=O)CON=O.COCCOCCOC.COCCOCCOC.COCCOCCOC.COCCOCCOC
Electronic energy, Ha: -2634.62455
HOMO level, eV: -9.2

```
124
Properties=species:S:1:pos:R:3:mulliken_charge:R:1
C 11.7631 0.0649 1.3598 -0.74
O 10.9841 1.2296 1.4810 -0.31
C 9.8349 1.0815 2.2993 -0.49
C 9.5707 2.3944 3.0188 -0.75
C 8.8199 3.4294 2.1804 -0.88
C 7.3451 3.0893 1.9452 -0.35
C 6.4229 3.5602 3.0735 -0.46
C 4.9648 3.7116 2.6635 -0.73
O 4.1881 2.5264 2.9627 -0.26
C 3.2718 2.6483 3.9499 0.14
O 3.5076 3.0524 5.0433 -0.54
C 1.9022 2.2186 3.4663 0.37
O 1.0761 1.8087 4.5455 -0.25
N -0.0358 2.7212 4.7960 0.10
O -0.8362 2.6546 3.9629 -0.11
H 11.9222 -0.4133 2.3335 0.33
H 11.3093 -0.6642 0.6772 0.28
H 12.7312 0.3559 0.9557 0.25
H 8.9829 0.7927 1.6703 0.28
H 10.0037 0.2806 3.0284 0.42
H 10.5500 2.7992 3.2872 0.35
H 9.0453 2.2169 3.9621 0.40
H 9.3272 3.5711 1.2233 0.36
H 8.8655 4.3941 2.6956 0.38
H 7.0105 3.5601 1.0157 0.45
H 7.2141 2.0126 1.7993 0.15
H 6.7727 4.5397 3.4147 0.36
H 6.4650 2.8907 3.9347 0.22
H 4.8688 3.8556 1.5865 0.34
H 4.5088 4.5654 3.1652 0.41
H 1.4604 3.0674 2.9311 0.29
H 1.9985 1.3961 2.7552 0.04
C -1.7160 3.8979 1.0529 -0.62
O -3.0540 3.8577 0.6141 -0.22
C -3.7702 2.7897 1.2067 -0.01
C -5.2593 2.9793 1.0308 -0.89
O -5.8320 3.9053 1.9377 -0.46
C -5.6330 5.2804 1.6530 -0.35
C -6.5238 5.8131 0.5540 -0.63
O -6.0224 5.4500 -0.7189 -0.20
C -6.9927 5.5770 -1.7315 -0.79
H -1.1897 2.9689 0.7953 0.01
H -1.2299 4.7299 0.5462 0.39
H -1.6582 4.0556 2.1344 0.31
H -3.5359 2.7240 2.2772 0.32
H -3.4756 1.8425 0.7289 0.25
H -5.7399 2.0252 1.2571 0.44
H -5.4878 3.2423 -0.0049 0.30
H -4.5854 5.4940 1.4286 0.17
H -5.9009 5.8020 2.5740 0.37
H -6.5662 6.9090 0.6312 0.42
H -7.5386 5.4171 0.6889 0.36
H -7.8519 4.9226 -1.5428 0.33
H -6.5256 5.2875 -2.6707 0.23
H -7.3508 6.6099 -1.8178 0.31
C -1.0485 -0.5415 2.5951 -0.43
O -0.5081 -1.1199 1.4293 -0.14
C -0.0084 -0.1312 0.5541 0.78
C 0.9301 -0.7434 -0.4557 -0.67
O 2.2348 -1.0040 0.0362 -0.52
C 2.3966 -2.1047 0.9203 -0.34
C 2.3476 -3.4592 0.2530 -0.73
O 1.0066 -3.8322 0.0012 -0.12
C 0.9135 -4.8497 -0.9709 -0.82
H -1.8813 0.1320 2.3550 0.10
H -1.4112 -1.3465 3.2317 0.30
H -0.2789 0.0207 3.1347 0.12
H 0.5228 0.6465 1.1203 -0.25
H -0.8469 0.3429 0.0205 -0.16
H 1.0679 -0.0119 -1.2555 0.30
H 0.4799 -1.6422 -0.8847 0.32
H 1.6710 -2.0684 1.7361 0.14
H 3.3953 -1.9760 1.3424 0.42
H 2.8153 -4.2001 0.9166 0.42
H 2.9181 -3.4241 -0.6842 0.37
H 1.3276 -4.5086 -1.9271 0.32
H -0.1402 -5.0877 -1.1026 0.21
H 1.4448 -5.7545 -0.6536 0.34
C -2.5857 2.3380 -2.2733 -0.43
O -1.6462 2.0543 -3.2855 -0.29
C -1.5047 0.6650 -3.5131 0.02
C -0.8155 0.3980 -4.8314 -0.63
O -1.6686 0.5106 -5.9581 -0.45
C -1.9715 1.8246 -6.3969 -0.35
C -0.8608 2.4775 -7.1878 -0.60
O 0.1477 2.9705 -6.3264 -0.23
C 1.3532 3.2265 -7.0070 -0.77
H -2.2886 1.8914 -1.3153 -0.16
H -2.6314 3.4180 -2.1528 0.31
H -3.5816 1.9637 -2.5390 0.39
H -2.4873 0.1754 -3.5136 0.38
H -0.9015 0.2244 -2.7052 -0.07
H -0.4894 -0.6443 -4.8247 0.40
H 0.0673 1.0334 -4.9336 0.26
H -2.2710 2.4645 -5.5635 0.16
H -2.8258 1.7095 -7.0671 0.39
H -1.2820 3.3090 -7.7712 0.43
H -0.4374 1.7443 -7.8865 0.34
H 1.7564 2.3124 -7.4586 0.32
H 2.0663 3.6063 -6.2780 0.23
H 1.2185 3.9771 -7.7951 0.31
C -3.2860 -10.3890 -1.0821 -0.78
O -3.6150 -9.0475 -0.8105 -0.22
C -4.8495 -8.6710 -1.3903 -0.59
C -5.3654 -7.3911 -0.7731 -0.37
O -5.9837 -7.5696 0.4902 -0.45
C -5.1225 -7.7424 1.6040 -0.44
C -4.4963 -6.4588 2.0996 -0.58
O -3.4062 -6.0854 1.2806 -0.21
C -3.0432 -4.7341 1.4526 -0.71
H -3.1921 -10.5695 -2.1599 0.31
H -2.3293 -10.5943 -0.6060 0.23
H -4.0404 -11.0733 -0.6764 0.32
H -5.5933 -9.4656 -1.2473 0.34
H -4.7132 -8.5142 -2.4701 0.42
H -6.1556 -7.0103 -1.4236 0.38
H -4.5691 -6.6447 -0.7258 0.19
H -4.3492 -8.4862 1.3984 0.22
H -5.7641 -8.1240 2.4009 0.39
H -4.1454 -6.6100 3.1308 0.42
H -5.2559 -5.6661 2.1059 0.34
H -3.8694 -4.0678 1.1778 0.34
H -2.1961 -4.5327 0.7998 0.10
H -2.7438 -4.5317 2.4877 0.34
```

***

Record 3
Formula: C20H37BBrN4O
Source: OMol25
Level of theory: ωB97M-V/def2-TZVPD

Net charge: -1
Electronic energy, Ha: -3677.31629
HOMO level, eV: -5.1

```
64
Properties=species:S:1:pos:R:3:nbo_charge:R:1
C -4.3828 4.7317 -2.9914 -0.63
C -3.4668 3.4065 -2.9518 -0.41
C -4.1369 2.1403 -2.2222 -0.40
C -2.9485 1.1561 -1.7005 -0.41
C -3.0336 -0.3379 -2.2871 -0.41
C -2.1480 -1.3155 -1.3166 -0.40
C -0.6641 -1.5965 -1.9255 -0.40
C 0.1273 -2.7103 -1.0278 -0.41
C 1.3002 -2.0178 -0.1741 -0.39
C 2.3467 -3.0789 0.4859 -0.65
B 3.3757 -2.1910 1.4165 0.23
C 3.3897 -2.5974 3.0149 -0.67
C 2.9761 -1.2773 3.8535 -0.21
C 3.4518 -1.2926 5.3894 -0.64
Br 1.0038 -1.0707 3.6892 -0.07
N 4.8512 -2.2133 0.8849 -0.71
C 5.2482 -0.9748 0.8995 0.83
O 5.4877 0.2559 1.0601 -0.63
H -5.3345 4.6835 -2.3621 0.21
H -3.7490 5.6032 -2.5664 0.21
H -4.5815 5.0232 -4.0957 0.20
H -2.5185 3.6822 -2.3492 0.20
H -3.2029 3.1223 -4.0312 0.22
H -4.9372 1.5994 -2.8326 0.20
H -4.6637 2.5400 -1.2702 0.19
H -3.0104 1.1013 -0.5564 0.21
H -1.9555 1.6132 -2.0498 0.21
H -4.0938 -0.7595 -2.3793 0.19
H -2.5436 -0.4178 -3.3222 0.20
H -2.6739 -2.3295 -1.2793 0.20
H -1.9746 -0.8438 -0.2792 0.21
H -0.7750 -1.9423 -3.0258 0.18
H -0.0093 -0.6590 -1.9488 0.20
H 0.4974 -3.5146 -1.7556 0.20
H -0.6004 -3.1887 -0.2629 0.19
H 0.7902 -1.4136 0.6726 0.20
H 1.9337 -1.3469 -0.8586 0.19
H 2.9790 -3.4864 -0.4017 0.19
H 1.8284 -3.9447 1.0422 0.21
H 3.0437 -1.0340 1.3453 -0.10
H 4.4684 -2.8937 3.3375 0.20
H 2.7392 -3.5199 3.2658 0.20
H 3.5396 -0.3963 3.3548 0.23
H 3.1356 -2.2173 5.9814 0.21
H 4.5843 -1.1185 5.5194 0.21
H 2.9396 -0.3884 5.9052 0.20
C 4.0741 -6.5891 3.4768 -0.72
C 2.8104 -6.5383 2.7306 0.29
N 1.8195 -6.5000 2.1445 -0.33
H 3.9609 -7.1201 4.4253 0.24
H 4.8560 -7.1009 2.9105 0.25
H 4.4448 -5.5872 3.7083 0.27
C -4.4667 6.7193 -7.0744 -0.72
C -3.5698 5.6043 -6.7563 0.28
N -2.8656 4.7285 -6.5061 -0.32
H -5.3412 6.7308 -6.4191 0.26
H -3.9644 7.6832 -6.9627 0.25
H -4.8319 6.6604 -8.1026 0.25
C 0.9352 2.7404 4.0421 -0.73
C 0.3385 3.9107 4.6938 0.30
N -0.1303 4.8301 5.2059 -0.37
H 0.2282 1.9099 3.9795 0.27
H 1.2581 2.9682 3.0233 0.26
H 1.8110 2.3794 4.5864 0.26
```

***

Record 4
Formula: C4H8O2
Source: OMol25
Level of theory: ωB97M-V/def2-TZVPD

Energy relative to the best compared isomer or geometry (same formula, charge and spin), kJ/mol: 284.7
SMILES: CC(=O)[C@H]1CO1.[H][H]
Electronic energy, Ha: -307.60398
HOMO level, eV: -9.9

```
14
Properties=species:S:1:pos:R:3:nbo_charge:R:1
C 1.8723 -1.0828 0.3064 -0.72
C 0.7669 -0.0594 0.2210 0.56
O 0.7634 0.9626 0.8697 -0.52
C -0.3691 -0.3961 -0.7146 -0.07
C -1.7510 -0.2613 -0.2256 -0.08
O -1.1922 0.6790 -1.1154 -0.45
H 2.4118 -1.1245 -0.6474 0.24
H 2.5653 -0.8098 1.1035 0.24
H 1.4614 -2.0824 0.4911 0.23
H -0.1587 -1.1348 -1.4902 0.19
H -1.9138 0.0989 0.7897 0.20
H -2.5234 -0.9072 -0.6431 0.19
H -1.1564 3.3239 0.7075 -0.03
H -0.7767 2.7939 0.3474 0.03
```

***

no.,LUMO (eV)
1,-4.41
2,-0.58
3,1.82
4,0.88